# 1
The following is a quantum chemistry calculation of a structure of composition H8O20S4Zn at a distorted geometry, from the OMol25 dataset.

Computed properties:
HOMO-LUMO gap: 1.863 eV
energy relative to the best compared isomer or geometry (same formula, charge and spin): 0.00 kcal/mol
DFT total energy: -4880.795048 a.u.
E_HOMO: 6.20 eV
total charge: -6

Structure (XYZ):
```
33
H8O20S4Zn, DFT the ωB97M-V functional and the def2-TZVPD basis
Zn 0.48150 -0.14301 0.84837
S -4.67144 1.11595 2.81815
S 5.21451 -2.55763 -0.92053
S 1.35558 -2.21662 5.92563
S -1.19618 3.92482 -3.14391
O -5.27998 2.34680 2.46211
O 1.42548 -1.97652 4.48959
O 2.20912 3.17541 1.47984
O -0.01244 -2.09817 6.31365
O -1.98104 -3.11793 -0.22278
O -3.20052 1.16471 2.59454
O 2.13273 -1.24001 6.63401
O 3.94051 -1.84413 -0.87976
O -2.53413 4.40099 -2.81399
O 5.71656 -2.34257 -2.24353
O -4.92575 0.80330 4.23780
O 1.80918 -0.25617 -5.07351
O -0.86190 2.70956 -2.39857
O -0.19963 4.91020 -2.74014
O -1.19833 3.63415 -4.56566
O -5.22706 0.11085 1.90336
O -3.26878 -0.61898 -4.51105
O 1.82434 -3.57382 6.27580
O 5.05174 -3.98194 -0.65840
O 6.05425 -1.88616 0.05972
H 1.07124 0.24621 -5.41889
H -2.04383 -4.07211 -0.26556
H -2.56995 -0.60567 -3.85707
H 1.59531 -0.39309 -4.15060
H 2.50666 3.32727 0.58282
H 2.84053 3.64501 2.02486
H -2.82492 -2.83753 0.13144
H -3.23338 0.24680 -4.91775
```

=====

# 2
The following is a quantum chemistry calculation of a cluster of 4 separate species, H8O3S2 in total at a distorted geometry, from the OMol25 dataset.

Computed properties:
HOMO-LUMO gap: 9.604 eV
energy relative to the best compared isomer or geometry (same formula, charge and spin): 15.46 kcal/mol
DFT total energy: -1026.861376 a.u.
SMILES string: SS.O.O.O
E_HOMO: -9.51 eV

Structure (XYZ):
```
13
H8O3S2, DFT the ωB97M-V functional and the def2-TZVPD basis
S 1.57162 0.46992 1.91140
S 0.67117 -1.29040 1.41779
O -1.85646 0.92149 1.38568
O -0.00307 2.26324 -4.08603
O -2.16048 -1.83144 -2.88006
H 2.28976 0.63207 0.77286
H 0.58215 2.87082 -4.51734
H -2.94465 -1.24924 -2.93985
H -1.77648 1.24007 0.50079
H -1.42141 -1.20039 -3.00637
H 1.38347 -2.07195 2.25248
H -1.74496 -0.00760 1.42752
H 0.24720 2.30381 -3.18162
```

=====

# 3
The following is a quantum chemistry calculation of a cluster of 4 separate species, H8O4 in total at a distorted geometry, from the OMol25 dataset.

Computed properties:
HOMO-LUMO gap: 10.937 eV
energy relative to the best compared isomer or geometry (same formula, charge and spin): 19.51 kcal/mol
DFT total energy: -305.748122 a.u.
SMILES string: O.O.O.O
E_HOMO: -10.71 eV

Structure (XYZ):
```
12
H8O4, DFT the ωB97M-V functional and the def2-TZVPD basis
O 2.21833 0.01125 1.20783
O -1.51967 0.48225 0.16883
O -0.15267 0.33225 -2.24117
O -0.07767 -1.63875 1.52583
H -0.73167 -1.02175 1.17783
H 0.59833 0.84825 -2.43017
H 2.44133 0.74625 0.67483
H -0.69167 0.51625 -2.98217
H -1.03967 0.33525 -0.66217
H -1.97867 1.27125 -0.06917
H 1.26733 -0.14675 1.18783
H -0.33367 -1.73575 2.44183
```

=====

# 4
The following is a quantum chemistry calculation of a cluster of 4 separate species, H8O4 in total at a distorted geometry, from the OMol25 dataset.

Computed properties:
HOMO-LUMO gap: 11.172 eV
energy relative to the best compared isomer or geometry (same formula, charge and spin): 17.38 kcal/mol
DFT total energy: -305.751516 a.u.
SMILES string: O.O.O.O
E_HOMO: -10.95 eV

Structure (XYZ):
```
12
H8O4, DFT the ωB97M-V functional and the def2-TZVPD basis
O -0.81849 -0.54125 0.44946
O -1.49691 1.33713 -1.61122
O 1.04378 1.54659 0.48666
O 0.88811 -2.89674 0.34770
H 1.59575 1.82802 1.20132
H -1.13264 2.16123 -1.27087
H -1.41832 -0.26125 1.15536
H 0.23884 -2.28411 0.64365
H -0.02001 0.00720 0.51875
H 0.69452 -3.17374 -0.60141
H -1.14210 0.69020 -1.01720
H 1.56747 1.58671 -0.30221
```

=====

> What is the DFT total energy in the third record?

-305.748122 a.u.

=====

> Look up the HOMO-LUMO gap of the fourth one.

11.172 eV

=====

> Which of these has the highest E_HOMO?

H8O20S4Zn